(1)
Below is a structure of composition C56H60AuGeO4P2 at a distorted geometry, with properties calculated with ωB97M-V/def2-TZVPD.

The spin multiplicity is 3. The LUMO energy (alpha / beta) comes out at -0.267 / -0.419 Ha. The total charge is +3. The HOMO-LUMO gap (alpha / beta) is 7.8 / 3.5 eV.

Geometry (Å):
Au: 0.337 -0.406 -0.047
Ge: -0.687 2.718 1.683
P: 1.023 0.189 -2.291
P: -1.038 -2.094 0.887
O: 6.505 0.291 1.757
O: 0.220 0.970 2.034
O: -0.749 -2.147 -2.038
O: 2.169 0.903 0.262
C: -2.272 -4.504 0.229
C: -1.621 -3.383 -0.263
C: -1.224 -5.199 -4.703
C: 4.330 0.583 1.054
C: 5.228 0.304 2.083
C: -0.700 2.072 -3.367
C: 0.245 5.390 2.766
C: -1.859 -3.957 -4.051
C: 2.435 0.446 2.608
C: -0.494 -1.935 -3.351
C: 4.648 -1.540 -2.148
C: 2.807 -0.022 -2.459
C: -0.436 4.446 -3.108
C: 2.074 -3.657 2.954
C: 1.476 -4.341 4.002
C: 5.033 0.679 -2.997
C: 3.679 0.961 -2.922
C: 0.675 3.948 2.537
C: 2.934 0.654 1.251
C: -4.902 -0.922 1.282
C: -2.589 -1.508 1.610
C: 1.155 2.961 -2.089
C: -1.009 5.838 0.609
C: -3.683 -1.313 0.763
C: 0.634 -0.526 -4.950
C: -0.707 -2.391 -5.679
C: 3.375 0.101 3.614
C: 1.089 0.648 2.939
C: -1.138 3.359 -3.611
C: -5.035 -0.698 2.646
C: 1.292 -2.974 2.041
C: -0.696 -3.666 3.221
C: 0.096 -1.300 -5.970
C: 4.716 0.030 3.380
C: -3.612 3.372 2.149
C: 0.165 6.226 1.496
C: -1.458 -3.233 -1.650
C: -0.099 -2.980 2.162
C: 5.519 -0.558 -2.600
C: 0.713 4.245 -2.353
C: -3.279 -3.743 -4.625
C: -2.776 -5.446 -0.658
C: -1.011 -2.745 -4.368
C: -3.604 2.916 -0.359
C: -4.425 2.976 0.922
C: -3.942 -0.855 3.486
C: -1.978 -4.166 -2.556
C: 0.097 -4.336 4.135
C: -2.508 2.376 2.501
C: 0.576 0.470 4.332
C: 0.472 1.868 -2.632
C: 7.513 0.061 2.732
C: 0.331 -0.836 -3.632
C: -2.715 -1.237 2.973
C: -2.635 -5.273 -2.024
C: 3.296 -1.273 -2.071
H: -1.054 6.479 -0.267
H: -0.558 2.513 0.165
H: -2.346 2.379 3.582
H: -1.259 1.230 -3.755
H: 0.708 -0.564 4.651
H: 2.084 -4.875 4.715
H: -4.291 3.448 3.003
H: -3.240 -3.624 -5.703
H: 1.272 0.319 -5.175
H: -3.908 -4.600 -4.405
H: -1.146 -5.071 -5.776
H: 2.019 2.799 -1.460
H: 2.606 -2.027 -1.710
H: -1.102 -2.978 -6.492
H: -3.040 -6.019 -2.689
H: 3.309 1.924 -3.240
H: -0.708 5.429 3.301
H: -5.985 -0.392 3.055
H: 0.048 7.273 1.780
H: 5.027 -2.509 -1.857
H: 5.714 1.428 -3.371
H: -3.141 3.882 -0.554
H: 1.755 -2.433 1.223
H: 3.148 -3.658 2.850
H: -1.870 -1.348 3.636
H: -0.793 5.445 -3.303
H: -2.818 2.157 -0.298
H: -2.808 1.368 2.207
H: -4.885 2.002 1.095
H: -3.582 -1.482 -0.300
H: -1.943 5.952 1.156
H: -2.025 3.521 -4.203
H: 7.419 -0.931 3.183
H: 0.923 3.495 3.500
H: 5.388 -0.230 4.183
H: -1.824 -6.084 -4.525
H: -4.251 2.670 -1.197
H: 6.578 -0.759 -2.646
H: -1.769 -3.680 3.337
H: 8.458 0.123 2.196
H: 1.103 6.141 0.943
H: -5.231 3.700 0.801
H: -0.228 -5.372 -4.304
H: -2.386 -4.644 1.294
H: -5.751 -0.809 0.624
H: 1.565 3.907 1.903
H: 7.490 0.828 3.511
H: -3.300 -6.311 -0.277
H: -3.743 -2.857 -4.197
H: 3.014 -0.104 4.608
H: 4.725 0.789 0.072
H: -0.914 4.803 0.260
H: -0.484 0.715 4.346
H: 1.267 5.092 -1.976
H: -4.053 -0.700 4.548
H: -3.193 4.369 1.999
H: 0.309 -1.050 -6.999
H: -0.365 -4.860 4.957
H: 0.985 5.842 3.430
H: 1.103 1.106 5.039

=====

(2)
Below is a structure of composition C56H60N4OPtS3 at a distorted geometry, with properties calculated with ωB97M-V/def2-TZVPD.

The LUMO energy comes out at -0.054 Ha. The HOMO-LUMO gap is 5.3 eV.

Geometry (Å):
Pt: 0.093 0.256 0.565
S: 1.134 1.213 -4.164
S: -1.702 2.734 -1.919
S: -3.190 -1.611 -2.318
O: -1.136 -0.130 -1.439
N: -1.562 -0.205 1.667
N: 0.486 -1.716 0.350
N: -0.235 2.225 0.892
N: 1.852 0.717 -0.351
C: 1.547 -2.262 -0.312
C: -2.085 -0.879 -3.411
C: 0.533 3.266 0.475
C: -1.115 0.132 -2.789
C: 2.612 -1.545 -0.834
C: -2.041 2.016 -4.345
C: 0.223 -3.989 0.259
C: 2.761 -0.169 -0.828
C: 3.904 0.544 -1.358
C: 1.744 3.149 -0.207
C: 5.135 -0.107 -1.898
C: -4.424 0.600 3.919
C: -2.251 3.908 -3.043
C: -1.202 4.195 1.550
C: -3.420 5.261 1.182
C: -1.478 -2.631 1.482
C: -3.302 -2.274 -4.790
C: 0.641 -1.525 3.999
C: 0.842 -1.281 -3.720
C: 1.343 0.624 3.028
C: -0.408 -5.333 0.448
C: -0.099 -5.939 1.821
C: 3.651 1.868 -1.196
C: -0.058 4.509 0.865
C: 1.943 -3.505 3.616
C: 4.150 3.578 -2.977
C: 2.835 -2.774 2.837
C: 2.045 -1.156 -4.461
C: -2.395 3.388 -4.291
C: 0.231 -0.088 -3.484
C: -0.321 -2.742 0.713
C: -3.361 -0.044 3.088
C: -2.272 2.050 2.243
C: 6.074 -0.535 -0.764
C: -3.896 -2.540 3.405
C: 2.348 -4.656 -1.008
C: -2.012 -1.460 1.962
C: 0.849 -2.871 4.194
C: -1.624 1.530 -3.140
C: -3.901 -2.519 -3.595
C: 1.535 -0.759 3.215
C: 0.539 5.868 0.686
C: -4.961 -3.018 2.408
C: 4.514 3.024 -1.595
C: -1.293 2.763 1.564
C: -2.222 5.120 2.130
C: 1.405 -3.691 -0.365
C: -5.646 0.968 3.068
C: 1.996 -4.886 -2.483
C: -2.371 0.673 2.310
C: 2.644 -1.427 2.643
C: -3.143 -1.366 2.865
C: 2.351 1.972 -0.569
C: -2.239 -1.337 -4.683
C: 2.322 0.136 -4.776
C: 1.520 6.166 1.828
H: -0.461 -5.289 2.618
H: -3.593 -2.748 -5.717
H: 4.792 4.423 -3.225
H: 6.414 0.336 -0.205
H: -0.571 -6.917 1.923
H: 2.347 5.456 1.813
H: -2.564 4.728 3.090
H: 3.373 -4.285 -0.934
H: 5.551 -1.197 -0.074
H: -5.353 1.609 2.237
H: -4.734 -0.081 4.714
H: -6.389 1.492 3.669
H: 6.944 -1.054 -1.165
H: 5.652 0.585 -2.565
H: 3.113 3.910 -3.015
H: 2.109 -4.560 3.781
H: 3.690 -3.268 2.393
H: 4.281 2.808 -3.735
H: -4.722 -3.186 -3.392
H: 5.555 2.694 -1.613
H: 2.067 -3.952 -3.040
H: 2.248 4.072 -0.457
H: -5.507 -3.875 2.803
H: 0.546 1.137 3.548
H: 2.107 1.226 2.557
H: -3.105 5.716 0.244
H: -2.442 4.915 -2.711
H: 0.160 -3.440 4.805
H: -1.773 6.098 2.309
H: -1.490 -5.241 0.333
H: 4.847 -0.981 -2.483
H: -4.381 -2.266 4.344
H: -3.009 2.626 2.783
H: -4.032 1.502 4.393
H: -1.973 -3.558 1.733
H: 1.058 5.935 -0.272
H: -1.630 -1.020 -5.517
H: -4.497 -3.301 1.464
H: -0.053 -6.013 -0.328
H: 1.012 6.068 2.787
H: 2.658 -1.993 -4.765
H: -0.251 6.621 0.684
H: 0.431 -2.222 -3.383
H: -5.672 -2.218 2.206
H: 2.671 -5.614 -2.935
H: -3.839 4.281 0.956
H: 2.302 -5.609 -0.476
H: -2.733 3.952 -5.147
H: 1.926 7.174 1.747
H: 3.397 -2.125 -1.302
H: 4.433 3.825 -0.857
H: -4.201 5.880 1.625
H: -0.204 -1.026 4.459
H: -2.095 1.418 -5.241
H: 0.977 -6.060 1.945
H: 3.344 -0.849 2.052
H: 0.976 -5.258 -2.571
H: -3.204 -3.358 3.615
H: -6.103 0.070 2.655
H: 3.165 0.522 -5.326

=====

Number 1: E -5365.3064 a.u.. Number 2: E -3778.0989 a.u..